# 1
Density functional theory data (ωB97M-V with the def2-TZVPD basis set) for a 15-piece molecular cluster, C3H33O16S2 overall in a non-equilibrium geometry.

Structure (XYZ):
```
54
Properties=species:S:1:pos:R:3:forces:R:3
C -0.806 0.773 -0.361 -0.177 -0.756 -1.782
C -0.366 -0.723 -0.623 1.209 0.357 0.260
O 0.513 -0.907 -1.475 -0.134 0.488 0.303
O -0.922 -1.610 0.059 -0.407 -0.319 0.622
C -2.283 0.613 -0.119 0.165 0.845 0.770
S -3.378 2.119 -0.086 0.568 -0.734 -0.353
S -2.525 3.708 0.690 -0.360 1.067 0.596
H -0.203 1.347 0.338 -0.122 -0.261 0.383
H -0.648 1.184 -1.361 -0.016 0.410 0.150
H -2.720 -0.038 -0.873 -0.439 0.098 0.115
H -2.479 0.214 0.882 -0.162 -0.151 -0.123
H -1.237 3.982 0.333 -0.009 -1.111 -0.396
H 3.173 -3.928 -1.297 -0.360 -0.809 -1.117
H 1.748 -4.264 -1.634 0.055 -0.333 -0.389
O 2.640 -4.392 -1.998 0.306 1.174 1.566
H -0.158 2.414 3.908 0.282 -1.033 1.050
H -0.354 0.908 4.029 -0.145 -0.460 -0.172
O -0.043 1.658 4.542 -0.221 1.300 -0.919
H -0.572 -0.981 -4.290 0.245 -0.182 -0.011
H -0.909 0.492 -4.233 0.234 0.333 0.000
O -1.285 -0.357 -4.456 -0.381 -0.210 0.105
H 3.576 2.448 -1.181 0.747 -1.334 -0.677
H 2.387 3.096 -0.612 0.505 0.473 0.193
O 3.306 3.289 -0.864 -1.051 0.873 0.244
H -1.007 -3.397 -0.987 0.144 0.157 -0.282
H -1.157 -3.800 -2.494 -0.019 0.101 0.398
O -1.527 -3.931 -1.608 0.241 -0.185 -0.045
H 1.771 -2.907 1.059 0.007 0.258 0.663
H 1.042 -1.634 1.426 0.528 -0.410 0.321
O 1.658 -2.291 1.809 -0.262 0.047 -1.106
H 4.179 0.024 0.802 -0.422 -0.410 0.276
H 4.843 0.833 -0.279 0.068 -0.187 0.163
O 4.951 0.554 0.642 0.504 0.431 -0.152
H -3.408 -1.779 -1.961 -0.738 -0.751 0.707
H -2.942 -2.758 -0.948 -0.126 -0.439 0.027
O -3.748 -2.272 -1.171 0.511 1.345 -0.994
H -2.651 -2.248 3.186 -0.226 -0.198 0.560
H -1.863 -2.792 2.113 0.226 -0.625 -0.585
O -2.263 -3.093 2.930 -0.179 0.517 -0.030
H 3.135 -0.221 -1.659 -0.948 -1.053 -0.828
H 4.072 0.498 -2.812 -0.649 -0.825 -0.408
O 3.781 0.411 -1.908 1.408 1.966 0.957
H 2.249 -2.672 -3.135 0.063 -0.330 -0.419
H 1.375 -1.503 -2.811 -0.061 -0.159 -0.557
O 1.754 -1.973 -3.584 -0.009 0.306 0.588
H 0.886 4.154 1.401 0.052 0.529 -0.053
H 1.639 2.991 1.951 0.584 -0.341 0.087
O 1.397 3.402 1.108 -0.820 -0.187 0.336
H -0.777 -1.237 1.835 -0.046 0.807 0.133
H -0.133 -1.550 3.120 0.518 -0.711 0.979
O -0.515 -0.802 2.683 -0.561 0.511 -0.999
H 2.102 0.923 3.772 0.265 0.477 -0.381
H 2.216 1.000 2.270 -0.345 -0.802 -1.184
O 2.592 1.364 3.049 -0.039 0.438 1.411
```
Forces are in eV/Å.

Properties
<S²> ... 0.755
E ... -2134.20054 hartree
Energy relative to the best compared isomer or geometry (same formula, charge and spin) ... 0.00 kJ/mol
HOMO (spin up / spin down) ... -10.584 / -10.584 eV
Spin multiplicity ... 2
Lowest unoccupied orbital energy (spin up / spin down) ... -2.383 / -5.683 eV

These are the Mulliken partial charges, in e, on atoms 1 to 8: -0.3806, 0.5386, -0.7564, -0.6542, -0.2549, 0.2213, 0.0083, 0.3546

***

# 2
Density functional theory data (ωB97M-V with the def2-TZVPD basis set) for C15H37IrN5S2Si2 as an isolated structure in a non-equilibrium geometry.

Structure (XYZ):
```
62
Properties=species:S:1:pos:R:3:forces:R:3
Ir 0.274 0.517 -0.156 -0.953 0.353 -0.068
N 0.401 -0.548 2.071 -0.015 0.042 0.098
C -0.784 -1.210 2.638 -0.069 -0.160 -0.090
C -1.173 -2.443 1.833 0.074 0.291 -0.115
C -1.605 -2.171 0.396 -0.068 -0.027 0.253
N -0.508 -1.694 -0.475 0.069 0.285 -0.163
H 1.191 -1.189 2.081 0.061 0.077 -0.023
H 0.663 0.241 2.653 0.112 -0.019 -0.036
H -1.606 -0.490 2.637 0.003 -0.001 0.042
H -0.605 -1.513 3.673 -0.028 0.079 0.006
H -2.015 -2.917 2.340 0.044 -0.094 0.003
H -0.345 -3.160 1.841 -0.039 -0.051 0.012
H -2.395 -1.418 0.383 -0.018 -0.033 -0.039
H -2.019 -3.099 -0.007 -0.014 0.069 -0.096
H -0.814 -1.767 -1.441 0.091 0.064 -0.034
H 0.303 -2.303 -0.387 0.078 0.038 -0.064
C -0.154 2.317 -5.406 -0.029 0.148 -0.069
N 0.195 0.970 -5.024 0.168 -0.156 0.087
C 0.105 -0.133 -5.978 -0.094 -0.049 -0.037
C 0.665 -1.319 -5.182 0.054 -0.156 -0.068
N 0.743 -0.779 -3.824 -0.004 -0.380 0.218
C 0.568 0.544 -3.816 -0.158 0.271 -0.141
S 0.784 1.589 -2.490 0.194 -0.292 0.540
H -1.202 2.370 -5.709 0.001 -0.030 0.054
H 0.462 2.638 -6.247 0.028 -0.030 0.030
H 0.016 2.984 -4.566 -0.039 0.008 -0.020
H 0.686 0.085 -6.874 -0.002 0.019 0.021
H -0.936 -0.284 -6.274 0.014 0.015 0.018
H 1.655 -1.614 -5.531 -0.009 0.020 0.021
H 0.012 -2.189 -5.219 0.009 0.014 -0.009
H 1.263 -1.251 -3.088 0.074 0.253 -0.052
S 2.763 0.632 0.353 -0.490 0.587 0.240
C 2.605 -0.669 -0.646 0.527 -0.737 -0.441
N 2.499 -1.599 -1.339 -0.291 0.016 -0.069
C -4.450 2.181 -0.597 0.315 -0.053 -0.010
Si -2.693 1.886 -1.221 -0.114 -0.213 -0.275
C -2.243 3.334 -2.347 0.005 -0.076 0.284
C -2.726 0.295 -2.265 0.014 0.216 0.162
C -1.525 1.650 0.266 0.621 -0.095 -0.199
Si -1.251 3.170 1.380 0.123 -0.035 0.371
C -2.755 3.404 2.500 0.178 -0.019 -0.263
C 0.233 2.830 2.516 -0.220 0.130 -0.217
C -0.923 4.744 0.404 -0.019 -0.296 0.045
H -5.139 2.208 -1.444 0.002 -0.008 -0.027
H -4.530 3.139 -0.080 -0.017 -0.008 -0.003
H -4.787 1.399 0.085 -0.003 -0.005 0.015
H -2.571 3.133 -3.369 -0.041 -0.059 0.008
H -1.174 3.528 -2.371 0.008 0.027 -0.024
H -2.743 4.246 -2.018 -0.028 -0.012 -0.008
H -3.192 0.506 -3.230 -0.037 -0.026 -0.009
H -3.310 -0.497 -1.789 0.005 -0.002 0.030
H -1.718 -0.079 -2.459 -0.031 0.030 -0.056
H -1.976 0.873 0.908 -0.125 0.055 0.036
H -2.998 2.493 3.051 0.022 -0.023 -0.004
H -3.640 3.698 1.935 -0.001 -0.005 0.017
H -2.556 4.190 3.232 0.030 0.010 0.002
H -0.027 2.113 3.300 -0.014 0.001 0.018
H 0.542 3.751 3.012 -0.008 -0.006 0.038
H 1.093 2.453 1.957 0.040 0.040 0.041
H -1.825 5.111 -0.087 0.009 -0.004 -0.014
H -0.158 4.591 -0.359 0.008 0.026 -0.012
H -0.571 5.529 1.076 -0.003 -0.022 0.049
```
Forces are in eV/Å.

Properties
<S²> ... 6.013
E ... -2347.01789 hartree
Charge ... +1
Energy relative to the best compared isomer or geometry (same formula, charge and spin) ... 0.00 kJ/mol
HOMO (spin up / spin down) ... -10.245 / -11.735 eV
Spin multiplicity ... 5
Lowest unoccupied orbital energy (spin up / spin down) ... -2.079 / -4.756 eV

These are the Mulliken partial charges, in e, on atoms 1 to 8: 1.7681, -0.5525, -0.5217, -0.8337, -0.5850, -0.6471, 0.3088, 0.1557

***

# 3
Density functional theory data (ωB97M-V with the def2-TZVPD basis set) for C49H43IN8NaO2PS as an isolated structure.

Structure (XYZ):
```
106
Properties=species:S:1:pos:R:3:forces:R:3
Na -0.354 0.774 0.480 0.533 -0.033 0.246
C 6.429 -1.276 1.276 0.031 0.043 0.044
C 5.343 -1.825 0.355 -0.099 0.093 -0.040
N 4.535 -0.791 -0.254 0.047 0.212 0.069
C 3.537 -0.123 0.440 -0.033 0.035 -0.014
S 2.938 1.340 -0.201 0.129 -0.221 0.004
N 3.194 -0.693 1.583 0.047 -0.168 0.019
N 1.990 -0.352 2.085 -0.030 0.143 0.291
C 1.916 -0.367 3.377 -0.263 -0.022 -0.286
C 3.133 -0.572 4.230 0.035 -0.077 0.079
C 0.571 -0.232 3.978 0.025 -0.054 -0.160
C 0.384 -0.200 5.367 -0.030 0.013 0.064
C -0.893 -0.133 5.891 0.015 0.004 0.016
C -1.981 -0.099 5.033 0.031 -0.004 0.028
C -1.714 -0.121 3.672 0.128 0.058 -0.116
N -0.490 -0.185 3.154 -0.120 0.077 -0.028
H 6.940 -2.081 1.814 0.007 0.013 -0.026
H 5.974 -0.605 2.007 0.006 -0.042 0.003
H 7.177 -0.712 0.711 -0.011 -0.003 0.014
H 4.677 -2.465 0.929 -0.041 -0.036 -0.018
H 5.785 -2.426 -0.445 0.016 -0.020 -0.020
H 4.982 -0.190 -0.929 0.000 -0.082 -0.017
H 3.963 -0.011 3.804 0.020 0.013 -0.027
H 3.432 -1.628 4.228 0.006 0.051 0.012
H 2.988 -0.251 5.261 0.036 -0.013 -0.043
H 1.233 -0.221 6.033 -0.018 -0.009 0.013
H -1.035 -0.103 6.965 0.003 -0.003 0.011
H -2.998 -0.043 5.398 0.006 0.004 -0.025
H -2.522 -0.059 2.951 0.008 0.000 -0.013
C -3.404 -1.119 -4.235 0.069 -0.004 -0.021
C -3.318 -0.267 -3.139 0.057 -0.033 -0.014
C -2.077 0.030 -2.592 0.027 0.039 0.027
C -0.895 -0.500 -3.127 0.008 0.163 0.044
C -0.998 -1.322 -4.247 -0.017 -0.079 0.032
C -2.240 -1.640 -4.788 -0.011 0.032 0.049
P 0.669 0.017 -2.238 0.106 -0.384 -0.611
C 1.898 -1.184 -2.968 -0.151 0.083 0.008
C 1.627 -2.556 -2.941 -0.029 -0.035 -0.019
C 2.578 -3.499 -3.308 0.016 0.050 0.020
C 3.846 -3.091 -3.701 -0.025 0.070 -0.001
C 4.145 -1.734 -3.707 -0.078 -0.020 0.024
C 3.188 -0.796 -3.340 0.012 -0.007 0.055
C 1.005 1.541 -3.227 -0.103 0.233 0.324
C 1.474 1.618 -4.511 0.054 -0.002 -0.025
C 1.666 2.887 -5.108 -0.017 -0.042 0.005
C 1.404 4.039 -4.416 0.017 -0.028 0.036
C 0.902 3.993 -3.090 -0.008 -0.085 0.023
C 0.607 5.144 -2.319 0.006 -0.042 -0.016
C 0.052 4.996 -1.074 -0.021 -0.085 0.060
C -0.254 3.712 -0.552 0.172 0.178 -0.433
C 0.044 2.540 -1.226 -0.299 0.179 0.203
C 0.653 2.723 -2.502 0.076 -0.204 0.029
H -4.370 -1.356 -4.667 0.003 -0.011 0.005
H -4.212 0.178 -2.716 0.016 -0.005 0.014
H -2.007 0.722 -1.757 -0.009 0.004 -0.004
H -0.101 -1.731 -4.699 -0.026 0.028 -0.012
H -2.298 -2.288 -5.656 0.010 0.003 -0.003
H 0.644 -2.895 -2.629 0.072 -0.005 -0.053
H 2.331 -4.555 -3.280 -0.017 0.011 0.002
H 4.593 -3.821 -3.990 0.011 -0.002 0.007
H 5.137 -1.402 -3.991 0.005 0.018 0.003
H 3.448 0.255 -3.309 -0.010 -0.003 -0.015
H 1.712 0.722 -5.075 -0.015 0.010 0.009
H 2.027 2.942 -6.130 0.016 -0.003 0.006
H 1.569 5.004 -4.888 -0.013 -0.002 0.024
H 0.808 6.131 -2.726 -0.003 -0.014 -0.023
H -0.177 5.884 -0.488 -0.026 -0.037 -0.019
H -0.761 3.673 0.408 -0.039 0.058 -0.010
I 3.650 3.538 3.316 -0.029 -0.058 -0.019
C 1.591 3.951 3.180 -0.087 0.012 -0.048
C 1.170 5.275 3.235 0.016 -0.059 0.021
C -0.194 5.508 3.196 0.026 0.055 -0.028
C -1.062 4.434 3.091 -0.077 -0.033 -0.068
C -0.524 3.161 3.000 0.074 0.039 0.035
N 0.788 2.920 3.057 -0.041 0.008 0.099
H 1.886 6.080 3.305 0.003 0.000 -0.008
H -0.573 6.523 3.225 0.006 -0.016 0.020
H -2.134 4.572 3.037 0.039 -0.003 -0.048
H -1.163 2.298 2.856 -0.016 0.037 0.015
N -4.326 0.314 0.806 0.058 -0.038 -0.062
C -3.641 1.437 0.348 -0.120 -0.148 0.127
O -2.448 1.567 0.662 -0.294 0.203 0.110
C -4.416 2.358 -0.427 -0.111 0.153 -0.089
C -5.740 2.003 -0.791 0.307 0.264 -0.106
N -6.809 1.687 -1.111 -0.023 -0.079 0.094
C -3.947 3.638 -0.841 -0.192 -0.410 0.108
N -3.677 4.700 -1.206 0.054 0.082 0.055
H -5.183 0.082 0.328 -0.023 0.002 0.021
H -3.712 -0.469 0.980 -0.009 0.032 0.008
C -1.133 -2.998 -0.697 -0.072 -0.049 0.101
C -2.063 -2.775 0.462 -0.012 -0.226 0.009
O -2.164 -1.686 0.982 0.066 0.023 -0.057
C -2.887 -3.924 0.997 0.207 0.224 -0.145
C -3.507 -3.772 2.231 -0.088 0.020 0.179
C -4.263 -4.804 2.766 0.061 0.093 -0.037
C -4.409 -5.993 2.063 -0.010 -0.002 0.024
C -3.801 -6.146 0.826 0.065 0.056 -0.066
C -3.036 -5.113 0.298 -0.081 -0.186 -0.108
H -0.362 -2.230 -0.670 0.030 0.030 0.007
H -1.685 -2.876 -1.635 -0.024 -0.013 0.015
H -0.675 -3.988 -0.680 -0.013 0.031 0.005
H -3.375 -2.835 2.760 -0.016 -0.036 0.001
H -4.738 -4.681 3.731 0.003 0.002 0.007
H -4.997 -6.801 2.481 -0.009 0.001 -0.006
H -3.918 -7.069 0.273 -0.004 0.005 -0.010
H -2.572 -5.229 -0.674 0.012 -0.015 0.035
```
Forces are in eV/Å.

Properties
E ... -3681.17218 hartree
Charge ... -2
Energy relative to the best compared isomer or geometry (same formula, charge and spin) ... 57.75 kJ/mol
HOMO ... -1.231 eV
Lowest unoccupied orbital energy ... 3.447 eV

These are the Mulliken partial charges, in e, on atoms 1 to 8: 0.8733, -1.0370, -0.5488, -0.0203, 0.0333, -0.2673, -0.9868, 0.7014

***

# 4
Density functional theory data (ωB97M-V with the def2-TZVPD basis set) for a 2-piece molecular cluster, C21H26F3OSi overall in a non-equilibrium geometry.

Structure (XYZ):
```
52
Properties=species:S:1:pos:R:3:forces:R:3
C -2.676 0.619 0.834 -0.097 0.113 -0.264
C -2.070 0.348 2.203 0.560 -0.321 0.238
C -1.780 1.651 2.943 -0.054 0.141 0.078
C -0.818 -0.506 2.036 0.145 -0.122 0.180
C -0.795 -1.822 2.342 0.316 0.811 -0.083
O 0.242 0.150 1.502 -0.527 -0.289 0.014
Si 1.798 0.482 2.080 -0.183 0.342 0.011
C 2.979 -0.404 0.952 0.103 -0.050 0.007
C 2.037 2.335 1.965 0.010 -0.096 -0.056
C 1.938 -0.073 3.855 -0.001 -0.145 0.008
H -2.903 -0.319 0.318 0.030 0.095 -0.024
H -3.607 1.189 0.929 0.161 -0.050 -0.022
H -1.973 1.199 0.223 -0.187 -0.141 0.076
H -2.765 -0.256 2.796 -0.039 0.070 -0.035
H -1.280 1.472 3.901 -0.022 0.024 -0.131
H -1.155 2.317 2.334 -0.098 -0.168 0.134
H -2.720 2.173 3.154 0.151 -0.043 -0.052
H 0.056 -2.457 2.082 -0.217 0.214 0.357
H -1.632 -2.203 2.925 0.247 0.015 -0.141
H 4.006 -0.281 1.327 -0.207 -0.083 -0.187
H 2.747 -1.476 0.903 0.119 0.185 0.006
H 2.924 0.009 -0.064 0.050 -0.114 0.234
H 3.018 2.598 2.389 -0.247 -0.010 -0.131
H 2.017 2.669 0.918 0.013 -0.045 0.244
H 1.266 2.889 2.518 0.196 -0.145 -0.095
H 2.941 0.192 4.223 -0.261 -0.097 -0.029
H 1.194 0.419 4.497 0.191 -0.117 -0.151
H 1.810 -1.160 3.944 0.055 0.237 0.076
F -1.189 -3.388 -2.554 -1.168 -0.042 1.380
C -2.082 -3.405 -1.504 0.922 0.019 -0.711
C -3.369 -2.920 -1.730 0.000 -0.185 0.486
C -4.237 -2.918 -0.636 -1.100 0.548 -0.221
F -5.485 -2.351 -0.790 1.601 -0.926 0.135
C -3.883 -3.413 0.603 0.564 -0.048 0.428
C -2.551 -3.887 0.822 -0.340 0.799 -1.199
C -2.209 -4.260 2.150 -0.523 -1.442 -0.171
C -1.222 -5.170 2.613 0.267 -0.292 0.413
C -1.274 -5.534 3.996 -0.090 0.412 -0.310
C -0.265 -6.281 4.575 0.232 -0.173 0.090
C 0.852 -6.683 3.820 -0.666 0.312 0.096
C 0.850 -6.404 2.456 0.735 -0.147 -1.095
F 1.937 -6.801 1.707 -1.467 0.355 0.884
C -0.190 -5.745 1.817 0.324 0.080 0.363
C -1.639 -3.855 -0.268 -0.217 -0.139 -0.033
H -3.683 -2.557 -2.705 0.098 0.010 0.182
H -4.597 -3.442 1.427 0.098 0.212 -0.334
H -2.943 -3.966 2.906 0.240 -0.054 -0.172
H -2.147 -5.220 4.576 0.471 0.002 -0.068
H -0.326 -6.543 5.632 0.058 0.072 -0.354
H 1.681 -7.222 4.270 -0.134 0.082 -0.122
H -0.203 -5.680 0.736 0.242 -0.014 0.272
H -0.596 -4.139 -0.146 -0.356 0.347 -0.201
```
Forces are in eV/Å.

Properties
E ... -1479.89091 hartree
Charge ... +1
HOMO ... -11.619 eV
Lowest unoccupied orbital energy ... -6.397 eV

These are the Mulliken partial charges, in e, on atoms 1 to 8: -1.1123, 0.7123, -1.5649, 0.5655, -0.9682, -0.3595, 0.1529, -0.9760